DFT (wB97M-V/def2-TZVPD) results for 9 unconnected molecules or ions with the total composition C18H43IN9O18.

The net charge is -1. The value obtained for the HOMO-LUMO gap is 2.924 eV. As for the HOMO energy: -1.65 eV.

Last column: Mulliken charge in e.
Cartesian coordinates (Å):
C (-2.5399, -2.7374, -2.7774)  -1.054
C (-1.3531, -3.1988, -3.6257)  -0.323
C (-0.7219, -2.1514, -4.5572)  -1.292
I (-2.1675, -1.7171, -6.1129)  -0.101
C (-0.0683, -0.8843, -3.9537)  -0.022
C (0.6437, -1.2491, -2.6630)  -0.463
C (1.8322, -2.1469, -2.8936)  -1.090
O (2.8730, -1.9195, -1.8596)  -0.226
C (2.4875, -2.3588, -0.6395)  0.526
C (2.3578, -1.2878, 0.4128)  -0.781
O (2.2698, -3.5523, -0.3835)  -0.660
C (-1.0883, 0.2248, -3.6547)  -0.759
N (-0.5410, 1.2175, -2.7042)  0.224
C (-1.4929, 1.5862, -1.6585)  -0.838
H (-3.1488, -3.6074, -2.5281)  0.426
H (-2.2371, -2.3070, -1.8293)  0.158
H (-3.1880, -2.0506, -3.3065)  0.216
H (-0.6088, -3.6333, -2.9665)  0.170
H (-1.7134, -4.0182, -4.2495)  0.526
H (0.0646, -2.6659, -5.1037)  0.632
H (1.0542, -0.3177, -2.2819)  0.858
H (-0.0079, -1.6492, -1.8587)  -0.073
H (2.2955, -1.8667, -3.8300)  0.436
H (1.6054, -3.2055, -2.8446)  0.340
H (2.6543, -0.3219, 0.0261)  0.246
H (2.9540, -1.5248, 1.2858)  0.405
H (1.3183, -1.2226, 0.7150)  0.288
H (-1.2882, 0.7279, -4.6025)  0.389
H (-2.0644, -0.1314, -3.2994)  0.074
H (-0.3425, 2.0475, -3.2343)  0.091
H (-0.9600, 2.1833, -0.9180)  0.354
H (-1.9095, 0.7036, -1.2000)  0.053
H (-2.3171, 2.1796, -2.0707)  0.343
C (2.6798, 4.4872, -2.3951)  -0.745
N (1.6342, 3.8004, -3.2029)  0.887
O (0.5402, 4.3328, -3.2812)  -0.578
O (1.9443, 2.7566, -3.7171)  -0.424
H (2.2595, 5.4021, -1.9947)  0.334
H (2.9730, 3.8059, -1.6018)  0.240
H (3.5209, 4.6856, -3.0499)  0.243
C (2.7548, 0.4876, 4.2752)  -0.709
N (2.1955, 1.2550, 3.1323)  0.918
O (2.7965, 1.2575, 2.0867)  -0.482
O (1.1425, 1.8316, 3.3413)  -0.582
H (3.6858, 0.0256, 3.9706)  0.311
H (2.9135, 1.1913, 5.0861)  0.313
H (2.0192, -0.2619, 4.5522)  0.227
C (-2.6044, 1.1108, 2.0154)  -0.717
N (-3.2852, -0.0674, 1.4158)  0.959
O (-3.5081, -1.0251, 2.1325)  -0.555
O (-3.5592, 0.0110, 0.2438)  -0.539
H (-2.4140, 0.9025, 3.0609)  0.302
H (-1.6807, 1.2638, 1.4647)  0.226
H (-3.2676, 1.9610, 1.8920)  0.304
C (4.7890, 0.1700, -2.7748)  -0.693
N (4.9050, 1.5999, -2.3889)  1.119
O (4.9938, 1.8802, -1.2112)  -0.614
O (4.8824, 2.4184, -3.2854)  -0.536
H (4.8194, -0.4364, -1.8788)  0.219
H (3.8386, 0.0537, -3.2917)  0.343
H (5.6184, -0.0537, -3.4315)  0.160
C (-6.3799, -2.4495, 2.9541)  -0.731
N (-7.4271, -2.6964, 3.9821)  0.899
O (-8.2159, -1.7997, 4.2198)  -0.563
O (-7.4268, -3.7743, 4.5306)  -0.538
H (-6.5122, -1.4507, 2.5595)  0.289
H (-5.4151, -2.5512, 3.4409)  0.296
H (-6.4978, -3.1990, 2.1782)  0.339
C (-6.7369, -0.3150, 6.9550)  -0.509
N (-5.6149, 0.5132, 6.4361)  0.866
O (-5.6273, 1.7020, 6.6696)  -0.542
O (-4.7536, -0.0662, 5.8096)  -0.491
H (-7.4220, 0.3303, 7.4904)  0.293
H (-7.2227, -0.7810, 6.1034)  0.102
H (-6.3069, -1.0652, 7.6113)  0.284
C (-0.3070, 0.8183, 7.3357)  -0.682
N (0.7430, -0.1914, 7.0293)  0.872
O (1.8609, 0.0059, 7.4591)  -0.516
O (0.4108, -1.1408, 6.3575)  -0.512
H (0.1394, 1.6041, 7.9319)  0.311
H (-0.6752, 1.1987, 6.3876)  0.248
H (-1.0983, 0.3087, 7.8762)  0.283
C (6.9907, 2.1407, -6.3106)  -0.780
N (7.0512, 1.0163, -5.3414)  0.909
O (7.5795, 1.2179, -4.2683)  -0.512
O (6.5484, -0.0296, -5.6853)  -0.524
H (7.4681, 3.0027, -5.8620)  0.310
H (7.5063, 1.8202, -7.2104)  0.291
H (5.9409, 2.3295, -6.5132)  0.298

=====

DFT (wB97M-V/def2-TZVPD) results for 3 unconnected molecules or ions with the total composition C18H43N4O4.

The net charge is +1. The value obtained for the HOMO-LUMO gap is 8.529 eV. As for the HOMO energy: -10.87 eV.

Last column: natural (NBO) charge in e.
Cartesian coordinates (Å):
N (-2.9711, 3.7385, 1.5135)  -0.549
C (-3.1929, 2.6606, 0.9024)  0.087
C (-2.0283, 1.7074, 0.7651)  -0.295
N (-2.1575, 0.6238, -0.2692)  -0.370
C (-1.3631, -0.5849, 0.1650)  -0.236
C (-2.3974, -1.4405, 0.8744)  -0.431
C (-3.7524, -1.2219, 0.1926)  -0.410
C (-3.5046, 0.0475, -0.6400)  -0.230
H (-3.8113, 4.3082, 1.5919)  0.360
H (-4.1716, 2.4034, 0.4937)  0.167
H (-1.8217, 1.2429, 1.7301)  0.256
H (-1.1596, 2.3002, 0.4841)  0.253
H (-1.7240, 0.9286, -1.1439)  0.479
H (-0.5972, -0.3511, 0.9015)  0.256
H (-0.8474, -1.0422, -0.6789)  0.229
H (-2.0932, -2.4625, 1.0834)  0.257
H (-2.5010, -0.9812, 1.8634)  0.221
H (-4.5223, -1.0799, 0.9465)  0.231
H (-4.0501, -2.0079, -0.4968)  0.235
H (-4.3009, 0.7786, -0.7191)  0.237
H (-3.3462, -0.2918, -1.6663)  0.222
C (4.7013, -1.1625, 4.8501)  -0.246
O (4.1805, -2.1593, 3.9925)  -0.559
C (3.7366, -3.3399, 4.6508)  -0.070
C (2.2302, -3.4652, 4.5770)  -0.242
N (1.5776, -2.4417, 5.3785)  -0.617
C (0.1392, -2.3348, 5.1979)  -0.250
C (-0.3922, -1.9915, 3.8098)  -0.085
O (-0.1044, -0.6665, 3.3726)  -0.571
C (1.1995, -0.4823, 2.8351)  -0.255
H (5.1783, -0.4135, 4.2207)  0.195
H (3.9226, -0.6742, 5.4475)  0.155
H (5.4503, -1.5750, 5.5317)  0.179
H (4.0780, -3.3548, 5.6896)  0.183
H (4.1828, -4.1935, 4.1349)  0.190
H (1.9356, -4.4507, 4.9501)  0.199
H (1.9540, -3.4195, 3.5133)  0.157
H (2.0083, -1.5467, 5.1910)  0.352
H (-0.2256, -1.5711, 5.8887)  0.210
H (-0.3195, -3.2810, 5.5034)  0.199
H (-1.4829, -2.0492, 3.8574)  0.185
H (-0.0663, -2.7143, 3.0510)  0.161
H (1.5497, -1.3698, 2.3005)  0.179
H (1.9246, -0.2182, 3.6058)  0.185
H (1.1535, 0.3557, 2.1356)  0.172
C (-0.0441, 3.1046, -2.1712)  -0.252
O (-0.7100, 1.9390, -2.6481)  -0.597
C (-1.6170, 2.1795, -3.7353)  -0.068
C (-1.0844, 1.6457, -5.0459)  -0.246
N (0.0531, 2.4173, -5.5080)  -0.620
C (0.7354, 1.8782, -6.6818)  -0.252
C (1.3688, 0.4957, -6.5789)  -0.084
O (2.4915, 0.4306, -5.7200)  -0.536
C (2.2117, 0.2476, -4.3523)  -0.241
H (0.4656, 2.8342, -1.2469)  0.187
H (0.7042, 3.4645, -2.8794)  0.189
H (-0.7535, 3.9113, -1.9680)  0.183
H (-1.8378, 3.2472, -3.8084)  0.194
H (-2.5503, 1.6558, -3.5034)  0.169
H (-1.8859, 1.7203, -5.7876)  0.206
H (-0.8608, 0.5768, -4.9109)  0.167
H (0.7226, 2.5191, -4.7572)  0.349
H (1.5235, 2.5844, -6.9492)  0.214
H (0.0259, 1.8684, -7.5153)  0.197
H (1.7415, 0.2384, -7.5721)  0.203
H (0.6404, -0.2783, -6.3041)  0.157
H (1.3257, -0.3807, -4.2045)  0.158
H (2.0657, 1.1968, -3.8245)  0.149
H (3.0705, -0.2528, -3.9060)  0.197

=====

DFT (wB97M-V/def2-TZVPD) results for 3 unconnected molecules or ions with the total composition C18H43N6O2.

The net charge is +1. The value obtained for the HOMO-LUMO gap is 7.989 eV. As for the HOMO energy: -11.26 eV.

Last column: natural (NBO) charge in e.
Cartesian coordinates (Å):
C (5.1113, -0.3941, -0.9336)  -0.618
C (4.9778, 0.3805, 0.3944)  -0.402
C (4.5104, 1.8237, 0.2386)  -0.394
C (5.2521, 2.6523, -0.8124)  -0.413
C (4.3441, 3.2589, -1.8721)  -0.383
C (3.0576, 3.8749, -1.2852)  -0.407
C (1.8317, 2.9470, -1.3862)  -0.401
C (0.5900, 3.5699, -2.0330)  -0.405
C (-0.4620, 3.9460, -1.0260)  -0.211
N (-0.8991, 2.7641, -0.2386)  -0.692
C (-2.0926, 2.9352, 0.4229)  0.737
N (-2.3688, 4.0110, 1.2361)  -0.839
N (-3.0230, 2.0567, 0.2905)  -0.433
C (-2.9700, 0.8306, -0.5098)  -0.255
C (-3.7616, -0.3175, 0.1591)  -0.224
N (-4.9173, -0.7648, -0.6046)  -0.839
H (6.0804, -0.8666, -0.9633)  0.214
H (4.3493, -1.1574, -1.0078)  0.205
H (5.0045, 0.2461, -1.8009)  0.198
H (5.9061, 0.3136, 0.9500)  0.195
H (4.2103, -0.1154, 0.9736)  0.213
H (3.4390, 1.7933, 0.0842)  0.191
H (4.6634, 2.3074, 1.1983)  0.207
H (5.7927, 3.4625, -0.3375)  0.204
H (6.0106, 2.0637, -1.3128)  0.211
H (4.8515, 4.0372, -2.4285)  0.211
H (4.0676, 2.5159, -2.6141)  0.190
H (2.8580, 4.8113, -1.7946)  0.203
H (3.2586, 4.1079, -0.2483)  0.206
H (2.1137, 2.0183, -1.8594)  0.224
H (1.5657, 2.6715, -0.3673)  0.176
H (0.8784, 4.4778, -2.5455)  0.223
H (0.1620, 2.8910, -2.7611)  0.218
H (-1.3367, 4.3383, -1.5294)  0.208
H (-0.0687, 4.7115, -0.3568)  0.179
H (-0.1714, 2.4028, 0.3719)  0.424
H (-1.8204, 4.8231, 0.9756)  0.406
H (-2.2170, 3.7978, 2.2185)  0.422
H (-3.9033, 2.2340, 0.7665)  0.433
H (-3.4112, 1.0602, -1.4713)  0.223
H (-1.9565, 0.5229, -0.6997)  0.249
H (-3.1081, -1.1587, 0.3236)  0.219
H (-4.1190, 0.0570, 1.1199)  0.172
H (-5.2090, -0.0980, -1.3067)  0.356
H (-4.7448, -1.6377, -1.0847)  0.391
C (1.8096, -1.6973, 2.4531)  0.531
O (1.8581, -0.5195, 2.1346)  -0.659
N (2.6213, -2.2791, 3.3481)  -0.417
C (2.5181, -3.6875, 3.6839)  -0.400
C (3.6373, -1.4670, 4.0003)  -0.418
H (1.0760, -2.3961, 2.0156)  0.106
H (2.3069, -3.8037, 4.7482)  0.202
H (3.4544, -4.1969, 3.4509)  0.204
H (1.7157, -4.1501, 3.1138)  0.211
H (3.1670, -0.6481, 4.5451)  0.214
H (4.3087, -1.0394, 3.2555)  0.218
H (4.2070, -2.0822, 4.6911)  0.211
C (-5.7499, -3.8314, -1.7068)  0.518
O (-4.8320, -3.6193, -2.4845)  -0.648
N (-6.2092, -5.0410, -1.3600)  -0.417
C (-7.3008, -5.2110, -0.4188)  -0.400
C (-5.5902, -6.2179, -1.9515)  -0.419
H (-6.2896, -3.0083, -1.2079)  0.110
H (-6.9654, -5.7932, 0.4411)  0.200
H (-8.1299, -5.7332, -0.8987)  0.204
H (-7.6500, -4.2409, -0.0723)  0.213
H (-4.5286, -6.2444, -1.7055)  0.215
H (-5.6873, -6.1846, -3.0365)  0.220
H (-6.0734, -7.1136, -1.5712)  0.209